C24H37N2PbS as an isolated structure in a non-equilibrium geometry, computed with the ωB97M-V functional and the def2-TZVPD basis.

As for the net charge: +1. The HOMO energy (spin up / spin down) comes out at -9.958 / -10.032 eV. As for the LUMO energy (spin up / spin down): -0.1584 / -0.1389 hartree.

XYZ file:
```
65
Properties=species:S:1:pos:R:3:nbo_charge:R:1
C -2.397 -0.995 0.473 0.001
C -2.131 -1.286 -0.904 -0.095
C -2.268 -0.071 -1.641 0.105
C -2.554 0.977 -0.724 -0.160
C -2.651 0.407 0.583 0.040
Pb 0.307 0.082 0.058 1.332
C 1.956 2.180 0.690 0.020
C 1.921 1.362 1.847 -0.324
H 2.836 0.812 2.108 0.235
C 0.758 1.175 2.597 -0.421
H -0.012 1.952 2.658 0.219
H 0.686 0.373 3.333 0.203
C 3.169 2.210 -0.169 -0.669
H 3.675 1.236 -0.211 0.230
H 2.938 2.503 -1.203 0.243
H 3.891 2.945 0.228 0.240
C 0.968 3.296 0.528 -0.682
H -0.017 3.091 0.971 0.220
H 1.344 4.207 1.027 0.257
H 0.797 3.564 -0.526 0.236
C -1.766 -2.609 -1.464 -0.659
H -1.195 -3.217 -0.749 0.218
H -2.670 -3.175 -1.737 0.228
H -1.160 -2.508 -2.376 0.226
C -2.139 0.051 -3.108 -0.672
H -1.282 -0.517 -3.491 0.242
H -3.038 -0.330 -3.611 0.250
H -2.014 1.096 -3.412 0.230
C -2.718 2.409 -1.057 -0.637
H -2.064 2.709 -1.888 0.215
H -3.753 2.632 -1.363 0.233
H -2.485 3.054 -0.198 0.217
C -2.978 1.136 1.833 -0.662
H -2.551 2.152 1.836 0.225
H -4.070 1.246 1.948 0.249
H -2.603 0.612 2.722 0.221
C -2.450 -1.984 1.578 -0.659
H -2.194 -1.531 2.545 0.220
H -3.470 -2.392 1.670 0.248
H -1.768 -2.827 1.409 0.221
C 1.243 0.489 -2.079 -0.543
C 2.171 -0.430 -2.480 -0.199
C 0.896 1.568 -2.872 -0.283
C 2.770 -0.315 -3.758 -0.217
H 2.417 -1.267 -1.815 0.197
C 1.499 1.701 -4.144 -0.190
H 0.154 2.311 -2.557 0.207
C 2.436 0.761 -4.579 -0.218
H 3.490 -1.065 -4.087 0.223
H 1.230 2.548 -4.777 0.221
H 2.893 0.861 -5.568 0.228
C 0.301 -4.542 3.971 -0.429
N 0.746 -4.012 2.680 -0.556
C 1.359 -2.839 2.456 0.377
S 1.601 -2.300 0.840 -0.321
N 1.818 -2.137 3.536 -0.621
C 2.766 -2.771 4.467 -0.419
H 0.459 -3.806 4.764 0.227
H 0.842 -5.470 4.207 0.222
H -0.767 -4.774 3.895 0.225
H 0.399 -4.458 1.834 0.427
H 2.085 -1.182 3.286 0.408
H 3.784 -2.414 4.266 0.218
H 2.485 -2.477 5.484 0.216
H 2.736 -3.862 4.374 0.217
```

The molecule C6H12, computed with the ωB97M-V functional and the def2-TZVPD basis.

The energy above the lowest of the compared OMol25 structures with the same formula, charge and spin comes out at 365.05 kJ/mol. As for the net charge: 0. The HOMO energy comes out at -8.165 eV. As for the LUMO energy: 0.0157 hartree.

XYZ file:
```
18
Properties=species:S:1:pos:R:3:nbo_charge:R:1
C 0.529 2.068 1.236 -0.601
C 1.125 0.843 0.544 -0.591
C 0.615 0.516 -0.800 0.198
C 0.686 -0.943 -1.094 -0.574
C -0.798 -1.400 -1.132 -0.367
C -1.587 -0.874 0.069 -0.617
H 0.417 2.893 0.529 0.221
H -0.462 1.832 1.639 0.206
H 1.153 2.394 2.075 0.208
H 2.159 1.081 0.207 0.278
H 1.236 -0.006 1.243 0.184
H -1.551 0.224 0.095 0.213
H 1.120 -1.117 -2.087 0.237
H 1.231 -1.555 -0.351 0.168
H -0.820 -2.495 -1.150 0.208
H -1.254 -1.049 -2.062 0.211
H -1.161 -1.243 1.010 0.201
H -2.639 -1.167 0.029 0.217
```

The molecule C2H5NO in a non-equilibrium geometry, computed with the ωB97M-V functional and the def2-TZVPD basis.

The energy above the lowest of the compared OMol25 structures with the same formula, charge and spin comes out at 527.36 kJ/mol. As for the net charge: 0. The HOMO energy (spin up / spin down) comes out at -8.763 / -8.713 eV. As for the LUMO energy (spin up / spin down): 0.0181 / 0.0004 hartree.

XYZ file:
```
9
Properties=species:S:1:pos:R:3:nbo_charge:R:1
C -0.225 -0.164 0.312 -0.360
C 0.671 -0.481 -0.786 -0.249
N -1.218 0.898 -0.029 -0.138
O -1.557 0.972 -1.255 -0.366
H -0.651 -1.118 0.591 0.214
H 0.277 0.423 1.064 0.209
H 1.629 -0.021 -0.599 0.169
H 0.473 -1.055 -1.638 0.185
H -1.988 1.006 0.562 0.336
```

C11H14NPdS2Se2 as an isolated structure in a non-equilibrium geometry, computed with the ωB97M-V functional and the def2-TZVPD basis.

As for the net charge: -1. The HOMO energy comes out at -2.557 eV. As for the LUMO energy: 0.0988 hartree.

XYZ file:
```
31
Properties=species:S:1:pos:R:3:nbo_charge:R:1
Pd 1.436 0.510 -1.094 -0.083
C 0.057 0.567 2.615 -0.781
Se 1.829 0.475 1.634 0.259
C 2.534 2.351 1.703 -0.565
C 1.716 3.294 0.854 -0.602
Se 1.641 2.922 -1.078 0.349
C -0.140 3.809 -1.069 -0.799
H 0.288 0.013 3.526 0.213
H -0.714 0.136 1.974 0.229
H -0.165 1.621 2.854 0.206
H 3.599 2.290 1.469 0.226
H 2.505 2.591 2.789 0.211
H 2.033 4.341 0.989 0.204
H 0.686 3.272 1.235 0.200
H -0.554 3.778 -0.097 0.199
H -0.770 3.174 -1.758 0.230
H -0.050 4.799 -1.452 0.194
S 3.007 -1.404 -1.781 -0.351
C 1.487 -2.195 -1.549 -0.050
N 0.454 -1.477 -1.160 -0.591
C -0.718 -2.190 -1.087 0.166
C -1.990 -1.624 -0.822 -0.254
C -3.015 -2.508 -0.687 -0.216
C -2.902 -3.874 -0.900 -0.272
C -1.625 -4.396 -1.183 -0.198
C -0.543 -3.564 -1.419 -0.275
S 1.089 -3.929 -1.783 0.331
H -2.033 -0.579 -0.622 0.226
H -3.960 -2.167 -0.255 0.194
H -3.707 -4.554 -0.697 0.201
H -1.475 -5.483 -1.150 0.199
```

C22H28ClN3O3S as an isolated structure in a non-equilibrium geometry, computed with the ωB97M-V functional and the def2-TZVPD basis.

The energy above the lowest of the compared OMol25 structures with the same formula, charge and spin comes out at 2235.63 kJ/mol. As for the net charge: 0. The HOMO energy comes out at -7.355 eV. As for the LUMO energy: -0.0103 hartree.

XYZ file:
```
58
Properties=species:S:1:pos:R:3:nbo_charge:R:1
C 3.340 3.522 -3.256 -0.202
H 4.293 3.645 -3.172 0.153
H 3.005 3.381 -4.381 0.186
H 2.737 4.345 -2.870 0.144
O 2.824 2.398 -3.013 -0.517
C 3.230 2.064 -1.534 0.272
C 3.829 3.021 -0.531 -0.276
C 3.971 2.431 0.540 -0.246
C 3.699 1.161 0.960 -0.144
C 3.061 0.318 0.173 -0.315
C 2.992 0.482 -1.150 0.149
N 2.455 -0.319 -2.239 -0.462
C 0.964 0.230 -2.804 -0.141
C -0.024 -0.201 -1.634 -0.195
N 0.351 -1.044 -0.771 -0.470
C 1.176 -2.106 -1.129 -0.178
H 1.224 -2.757 -0.378 0.196
C 2.449 -1.593 -1.779 -0.216
H 2.505 -2.318 -2.816 0.173
H 3.343 -1.899 -1.097 0.222
H 0.487 -2.674 -2.095 0.096
C -0.425 -1.342 0.462 0.001
C 0.072 -1.842 1.745 -0.489
C -0.961 -1.833 2.889 -0.369
C -2.189 -3.016 2.078 -0.160
N -2.745 -2.574 1.003 -0.678
S -4.166 -1.509 0.830 2.322
O -4.958 -2.320 1.843 -0.911
O -4.393 -1.681 -0.466 -0.906
C -3.729 0.084 1.268 -0.422
C -3.281 0.748 0.115 -0.180
C -2.955 2.184 0.312 -0.095
C -3.002 2.610 1.773 -0.156
C -3.473 1.948 2.727 -0.230
C -3.787 0.586 2.478 -0.120
H -4.099 -0.349 3.314 0.267
H -3.581 2.164 3.617 0.207
H -2.613 3.697 2.196 0.230
Cl -2.343 3.163 -0.819 0.129
H -3.096 0.408 -0.801 0.240
C -1.723 -2.291 0.132 -0.258
H -1.980 -2.055 -0.779 0.206
H -1.120 -3.257 -0.221 0.170
H -3.032 -2.660 2.972 0.213
H -1.667 -3.868 2.175 0.192
H -1.695 -0.839 2.941 0.170
H -0.774 -2.087 3.768 0.169
H 0.609 -0.920 2.064 0.232
H 0.462 -2.833 1.506 0.215
H -0.971 -0.373 0.536 0.190
H -0.304 0.768 -1.219 0.194
H -0.980 -0.526 -2.238 0.111
H 0.773 -0.707 -3.586 0.218
H 1.045 1.185 -2.941 0.211
H 2.760 -0.654 0.659 0.225
H 3.925 0.802 2.299 0.204
H 4.394 3.225 1.277 0.206
H 4.090 3.878 -0.932 0.219
```

C47H52BN9NiP as an isolated structure, computed with the ωB97M-V functional and the def2-TZVPD basis.

As for the multiplicity: 3. As for the net charge: +1. The HOMO energy (spin up / spin down) comes out at -10.138 / -10.197 eV. As for the LUMO energy (spin up / spin down): -0.1141 / -0.1572 hartree.

XYZ file:
```
111
Properties=species:S:1:pos:R:3:lowdin_spin:R:1
Ni 0.341 -0.306 -0.182 0.423
C 4.676 -3.481 -0.597 0.000
C 3.216 -3.282 -0.376 0.002
C 2.217 -4.231 -0.346 0.000
C 1.036 -3.512 -0.129 -0.001
N 1.306 -2.215 -0.005 -0.002
N 2.650 -2.074 -0.167 0.002
B 3.355 -0.689 -0.195 0.001
N 2.721 0.129 -1.398 -0.001
N 1.486 -0.287 -1.799 0.001
C 1.443 -0.236 -3.125 0.004
C 2.644 0.290 -3.613 0.000
C 3.428 0.486 -2.491 0.000
C 4.840 0.943 -2.386 0.000
C 0.326 -0.826 -3.876 0.001
C -0.417 -1.853 -3.299 0.002
C -1.491 -2.406 -3.977 0.001
C -1.823 -1.945 -5.244 0.000
C -1.066 -0.943 -5.836 0.001
C 0.007 -0.387 -5.158 0.000
N 3.192 0.010 1.142 0.000
N 1.954 0.368 1.549 0.021
C 2.053 0.666 2.847 0.002
C 3.379 0.482 3.276 0.000
C 4.069 0.056 2.166 0.001
C 5.508 -0.306 2.031 0.000
C 0.944 1.038 3.799 0.005
C 1.473 2.054 4.787 0.001
C 0.857 2.570 5.852 -0.001
C -0.486 2.268 6.345 -0.001
C -1.351 1.440 5.763 0.001
C -1.085 0.660 4.520 0.007
C -0.332 -4.057 -0.089 0.000
C -1.450 -3.246 -0.264 0.002
C -2.727 -3.782 -0.269 0.000
C -2.908 -5.146 -0.098 0.000
C -1.803 -5.964 0.085 0.000
C -0.528 -5.426 0.089 0.000
H 4.875 -4.540 -0.750 0.000
H 5.260 -3.146 0.258 0.000
H 5.025 -2.935 -1.472 0.000
H 2.334 -5.285 -0.499 0.000
H 4.511 -0.853 -0.428 0.000
H 2.928 0.435 -4.639 0.000
H 5.042 1.703 -3.139 0.000
H 5.529 0.114 -2.550 0.000
H 5.043 1.362 -1.404 0.000
H -0.131 -2.239 -2.328 0.001
H -2.055 -3.206 -3.519 0.000
H -2.656 -2.378 -5.778 0.000
H -1.313 -0.592 -6.827 0.000
H 0.579 0.408 -5.616 0.000
H 3.778 0.622 4.263 0.000
H 6.008 -0.158 2.985 0.000
H 6.007 0.310 1.283 0.000
H 5.635 -1.347 1.741 0.000
H 2.462 2.428 4.568 0.000
H 1.408 3.307 6.420 0.000
H -0.785 2.769 7.256 0.000
H -2.315 1.290 6.229 0.000
H -1.962 0.074 4.248 0.000
H -1.320 -2.176 -0.399 0.001
H -3.582 -3.135 -0.407 0.000
H -3.903 -5.567 -0.102 0.000
H -1.933 -7.026 0.228 0.000
H 0.320 -6.075 0.244 0.000
C -5.171 4.873 -0.252 0.037
C -4.273 4.675 -1.289 -0.005
C -3.227 3.778 -1.136 0.032
C -3.085 3.079 0.052 0.002
C -3.972 3.278 1.102 0.032
C -5.011 4.176 0.940 -0.004
N -2.019 2.153 0.195 0.293
N -1.595 2.022 1.427 0.281
C -0.905 1.024 1.999 0.036
C -0.477 1.486 3.352 0.007
C 0.235 -0.163 4.515 0.010
C 0.056 -1.322 3.604 0.075
C -0.366 -1.280 2.339 -0.009
N -0.688 -0.177 1.505 0.158
H -5.987 5.571 -0.366 0.002
H -4.372 5.224 -2.213 -0.001
H -2.498 3.657 -1.928 0.001
H -3.848 2.736 2.029 0.002
H -5.706 4.329 1.753 -0.001
H -0.657 2.559 3.403 0.003
H 0.643 -0.439 5.483 0.000
H 0.244 -2.310 4.001 0.004
H -0.470 -2.215 1.812 -0.001
C -2.507 2.254 -3.641 -0.001
C -1.471 1.369 -2.954 0.011
P -1.221 1.198 -1.120 0.166
C 0.217 2.549 -1.149 0.169
C 0.868 3.090 0.097 0.016
C -2.687 -0.077 -1.034 0.139
C -3.358 -0.483 0.256 0.014
H -2.527 1.965 -4.692 0.000
H -2.246 3.310 -3.609 0.000
H -3.514 2.129 -3.245 0.001
H -0.485 1.617 -3.349 0.001
H -1.675 0.335 -3.241 0.002
H -0.361 3.333 -1.651 0.013
H 0.941 2.146 -1.854 0.003
H 0.170 3.666 0.704 0.001
H 1.671 3.764 -0.207 0.007
H 1.314 2.314 0.715 0.002
H -2.361 -0.933 -1.627 0.002
H -3.386 0.500 -1.649 0.010
H -3.741 0.377 0.803 0.000
H -4.219 -1.105 0.005 0.006
H -2.714 -1.057 0.913 0.002
```

An isolated ion of composition C3H4NO2 and charge -1 in a non-equilibrium geometry, computed with the ωB97M-V functional and the def2-TZVPD basis.

The energy above the lowest of the compared OMol25 structures with the same formula, charge and spin comes out at 150.95 kJ/mol. As for the multiplicity: 3. As for the net charge: -1. The HOMO energy (spin up / spin down) comes out at -0.347 / -4.205 eV. As for the LUMO energy (spin up / spin down): 0.1560 / 0.1207 hartree.

XYZ file:
```
10
Properties=species:S:1:pos:R:3:lowdin_spin:R:1
C -0.848 -0.178 -0.003 0.500
C 0.474 -0.461 0.059 0.187
C 1.531 0.471 0.049 0.355
N 2.836 0.044 -0.084 0.360
O 3.779 0.830 -0.064 0.300
O 3.074 -1.210 -0.030 0.211
H -1.700 -0.840 -0.196 0.040
H -1.098 0.922 -0.038 0.027
H 0.972 -1.448 -0.320 0.009
H 1.531 1.550 0.154 0.012
```

A 2-piece molecular cluster, C3H8NOP overall in a non-equilibrium geometry, computed with the ωB97M-V functional and the def2-TZVPD basis.

The energy above the lowest of the compared OMol25 structures with the same formula, charge and spin comes out at 344.81 kJ/mol. As for the net charge: 0. The HOMO energy (spin up / spin down) comes out at -8.855 / -8.855 eV. As for the LUMO energy (spin up / spin down): -0.0624 / -0.0624 hartree.

XYZ file:
```
14
Properties=species:S:1:pos:R:3:nbo_charge:R:1
C -1.540 1.122 -0.788 -0.715
C 0.823 -1.626 0.445 -0.468
C -1.200 0.895 0.597 0.013
N 0.824 -0.351 -0.191 -0.915
O 3.260 -0.240 -0.332 -1.063
P 2.049 0.639 -0.521 1.363
H -2.382 1.956 -0.859 0.239
H -0.649 1.343 -1.438 0.275
H -1.917 0.264 -1.273 0.234
H 0.550 -1.421 1.527 0.190
H 0.258 -2.417 -0.089 0.204
H 1.897 -1.856 0.626 0.239
H -0.553 1.612 1.030 0.192
H -1.420 0.081 1.266 0.212
```